No. 1
ORCA calculation (ωB97M-V/def2-TZVPD) on C34H30BrI2N8O2SiV as an isolated structure.

Structure (XYZ):
```
79
Properties=species:S:1:pos:R:3
V -0.06 -0.70 -0.26
C -1.05 -2.74 2.30
C -0.58 -1.41 2.81
C -0.75 -1.11 4.15
C -0.27 0.12 4.62
C 0.34 0.98 3.76
C 0.48 0.66 2.37
N 0.01 -0.57 1.94
N 1.01 1.45 1.45
Si 1.35 3.10 1.60
C 1.95 3.75 -0.06
C 2.72 3.55 2.83
C -0.18 4.11 2.06
H -1.71 -3.21 3.04
H -0.21 -3.41 2.12
H -1.57 -2.66 1.35
H -1.24 -1.81 4.80
H -0.39 0.39 5.66
H 0.72 1.93 4.11
H 2.91 3.32 -0.35
H 2.07 4.84 -0.03
H 1.21 3.52 -0.84
H 3.62 2.96 2.62
H 2.44 3.36 3.86
H 2.99 4.60 2.74
H -0.94 4.02 1.28
H 0.06 5.18 2.17
H -0.61 3.77 3.00
Br -5.19 1.23 4.71
C -4.30 0.64 3.14
C -4.69 -0.55 2.56
C -4.02 -0.99 1.43
C -2.98 -0.24 0.90
C -2.60 0.96 1.50
C -3.27 1.41 2.62
N -2.22 -0.68 -0.22
C -2.82 -0.96 -1.30
C -2.02 -1.29 -2.49
C -2.62 -1.57 -3.71
C -1.81 -1.81 -4.81
C -0.44 -1.77 -4.64
C 0.08 -1.49 -3.39
N -0.69 -1.24 -2.33
H -5.48 -1.14 2.99
H -4.28 -1.94 0.98
H -1.78 1.52 1.08
H -2.98 2.33 3.10
H -3.90 -0.89 -1.40
H -3.70 -1.56 -3.79
H -2.25 -2.00 -5.78
H 0.23 -1.94 -5.47
H 1.15 -1.43 -3.22
I 0.46 -5.96 -0.65
C 1.89 -4.46 -0.84
C 3.20 -4.79 -1.19
C 4.17 -3.82 -1.31
I 6.11 -4.41 -1.82
C 3.85 -2.46 -1.10
C 4.75 -1.37 -1.19
C 4.31 -0.10 -0.94
C 2.96 0.12 -0.64
N 2.09 -0.86 -0.58
C 2.51 -2.14 -0.78
C 1.48 -3.14 -0.61
O 0.31 -2.79 -0.26
H 3.46 -5.82 -1.35
H 5.79 -1.56 -1.43
H 4.99 0.74 -0.98
H 2.56 1.10 -0.40
N 1.00 1.73 -3.05
C -0.22 1.65 -2.43
O -0.27 1.29 -1.24
C -1.37 1.96 -3.22
C -1.22 2.32 -4.58
N -1.02 2.62 -5.68
C -2.66 1.83 -2.68
N -3.72 1.71 -2.23
H 1.08 2.24 -3.92
H 1.79 1.77 -2.43
```

Calculated values
2S+1 = 4
Energy above the lowest of the compared OMol25 structures with the same formula, charge and spin = 5.98 kcal/mol
LUMO (spin up / spin down) = 1.6784 / 1.6105 eV
F_max = 0.1 eV/Å
Gap between HOMO and LUMO (spin up / spin down) = 6.02 / 6.17 eV
Total charge = -1
Energy = -171577.894 eV

***

No. 2
ORCA calculation (ωB97M-V/def2-TZVPD) on a single C18H19NO3S2 molecule.

Structure (XYZ):
```
43
Properties=species:S:1:pos:R:3
O -0.28 -2.51 -1.30
C -0.15 -1.34 -0.98
N -1.22 -0.48 -1.05
C -2.49 -1.07 -1.47
C -3.40 -1.29 -0.31
C -3.36 -2.30 0.60
C -4.32 -2.17 1.62
C -5.07 -1.05 1.49
S -4.63 -0.13 0.11
H -5.87 -0.70 2.12
H -4.44 -2.88 2.42
H -2.66 -3.12 0.52
H -2.25 -2.03 -1.94
H -2.96 -0.41 -2.21
C -1.29 0.88 -0.58
C -0.40 1.86 -1.35
H -0.96 2.52 -1.99
H 0.38 1.37 -1.92
S 0.37 2.91 -0.06
O 1.67 2.40 0.26
O 0.27 4.30 -0.42
C -0.79 2.46 1.26
C -1.03 1.00 0.94
H -0.15 0.42 1.22
H -1.89 0.60 1.49
H -0.33 2.62 2.23
H -1.68 3.08 1.14
H -2.33 1.19 -0.74
C 1.15 -0.81 -0.54
C 2.18 -1.66 -0.40
C 3.53 -1.34 0.01
C 3.94 -0.05 0.36
C 5.25 0.19 0.74
C 6.17 -0.84 0.78
C 5.78 -2.13 0.44
C 4.48 -2.37 0.06
H 4.17 -3.38 -0.20
H 6.50 -2.93 0.48
H 7.19 -0.64 1.08
H 5.55 1.20 1.00
H 3.24 0.77 0.33
H 1.99 -2.71 -0.62
H 1.28 0.24 -0.34
```

Calculated values
2S+1 = 1
Energy above the lowest of the compared OMol25 structures with the same formula, charge and spin = 21.34 kcal/mol
LUMO = 0.0313 eV
F_max = 0.8 eV/Å
SMILES string = O=C(/C=C/c1ccccc1)N(Cc1cccs1)[C@H]1CCS(=O)(=O)C1
Gap between HOMO and LUMO = 8.70 eV
Energy = -48276.906 eV

***

No. 3
ORCA calculation (ωB97M-V/def2-TZVPD) on C42H43AsN6O2OsSSb as an isolated structure.

Structure (XYZ):
```
97
Properties=species:S:1:pos:R:3
Os 1.32 0.03 -1.28
C 3.20 -2.36 1.79
C 2.60 -2.01 0.61
N 2.06 -0.77 0.46
C 2.14 0.12 1.50
C 2.80 -0.30 2.69
N 3.30 -1.49 2.84
C 1.56 1.39 1.27
C 1.48 2.48 2.15
C 0.89 3.67 1.77
C 0.41 3.77 0.42
C 0.50 2.71 -0.41
N 1.00 1.51 0.02
C 0.13 2.68 -1.83
C -0.45 3.72 -2.55
N -0.72 3.63 -3.84
C -0.41 2.50 -4.46
C 0.16 1.43 -3.79
N 0.42 1.53 -2.48
C 0.75 4.81 2.70
C -0.12 5.86 2.43
C -0.23 6.89 3.35
N 0.45 6.94 4.48
C 1.29 5.94 4.74
C 1.48 4.86 3.89
H 3.62 -3.34 1.92
H 2.54 -2.68 -0.23
H 2.90 0.39 3.52
H 1.88 2.36 3.15
H 0.02 4.71 0.05
H -0.71 4.65 -2.06
H -0.61 2.43 -5.52
H 0.42 0.50 -4.28
H -0.73 5.90 1.54
H -0.91 7.72 3.16
H 1.85 6.01 5.67
H 2.20 4.11 4.17
C 2.62 -3.30 -4.51
As 1.17 -2.80 -3.38
C -0.40 -2.48 -4.43
C 0.88 -4.14 -2.04
O 1.70 -1.33 -2.65
H 2.38 -4.24 -5.00
H 3.52 -3.41 -3.90
H 2.77 -2.52 -5.26
H -0.79 -3.44 -4.76
H -0.12 -1.89 -5.30
H -1.15 -1.97 -3.83
H 0.30 -4.95 -2.49
H 0.33 -3.70 -1.21
H 1.84 -4.52 -1.72
S -0.86 -0.96 -1.14
Sb -2.24 -1.45 0.76
C -1.32 -2.70 2.15
C -1.92 -3.91 2.49
C -1.36 -4.67 3.51
C -0.23 -4.22 4.18
C 0.35 -3.01 3.84
C -0.20 -2.24 2.83
C -3.80 -2.37 -0.26
C -4.85 -1.57 -0.72
C -5.89 -2.16 -1.41
C -5.90 -3.53 -1.64
C -4.84 -4.32 -1.19
C -3.79 -3.74 -0.50
C -2.89 0.31 1.67
C -4.20 0.36 2.15
C -4.61 1.48 2.87
C -3.72 2.52 3.11
C -2.42 2.46 2.63
C -1.99 1.35 1.92
H -2.82 -4.26 2.00
H -1.82 -5.61 3.79
H 0.19 -4.82 4.98
H 1.23 -2.66 4.38
H 0.24 -1.27 2.59
H -4.85 -0.50 -0.55
H -6.71 -1.55 -1.77
H -6.72 -3.99 -2.17
H -4.85 -5.39 -1.37
H -2.98 -4.37 -0.15
H -4.89 -0.45 1.99
H -5.62 1.53 3.25
H -4.05 3.38 3.67
H -1.73 3.27 2.84
H -0.98 1.30 1.55
C 5.24 0.07 -2.03
C 4.00 0.62 -2.71
C 4.20 1.98 -3.34
O 2.99 0.77 -1.68
H 6.04 -0.04 -2.77
H 5.06 -0.90 -1.58
H 5.59 0.76 -1.26
H 3.61 -0.10 -3.43
H 4.57 2.69 -2.61
H 3.28 2.36 -3.77
H 4.94 1.89 -4.14
```

Calculated values
2S+1 = 5
Energy above the lowest of the compared OMol25 structures with the same formula, charge and spin = 3.01 kcal/mol
LUMO (spin up / spin down) = -8.5702 / -10.5684 eV
F_max = 0.1 eV/Å
Gap between HOMO and LUMO (spin up / spin down) = 5.13 / 5.08 eV
Total charge = +3
Energy = -137940.123 eV

***

No. 4
ORCA calculation (ωB97M-V/def2-TZVPD) on an isolated ion of composition C5H11BN and charge +1.

Structure (XYZ):
```
18
Properties=species:S:1:pos:R:3
B 1.83 1.30 1.31
C -0.13 -0.62 1.66
C -0.91 -0.79 0.61
C 0.89 0.35 1.79
C -0.99 1.01 -1.19
C 0.52 -0.85 -1.27
N -0.83 -0.45 -0.87
H 2.41 2.24 1.27
H -0.37 -1.21 2.56
H -1.85 -1.54 0.73
H 1.58 0.28 2.75
H -1.65 1.49 -0.36
H -1.43 1.26 -2.21
H -0.08 1.48 -1.36
H 0.68 -0.82 -2.36
H 1.24 -0.13 -0.95
H 0.63 -1.90 -0.98
H -1.55 -1.09 -1.14
```

Calculated values
2S+1 = 1
Energy above the lowest of the compared OMol25 structures with the same formula, charge and spin = 80.91 kcal/mol
LUMO = -3.6144 eV
F_max = 5.1 eV/Å
SMILES string = [H]/B=C/C=C\[NH+](C)C
Gap between HOMO and LUMO = 8.99 eV
Total charge = +1
Energy = -7518.642 eV

***

- energy above the lowest of the compared OMol25 structures with the same formula, charge and spin of number 3 (C42H43AsN6O2OsSSb)?
  3.01 kcal/mol

***

- The highest F_max belongs to which entry?
  C5H11BN